1.
This record from OMol25 describes a cluster of 2 separate species, C7H12N3 in total in a non-equilibrium geometry. The level of theory is wB97M-V/def2-TZVPD.

Results
Kohn-Sham gap = 0.3940 hartree
Net charge = +1
E_HOMO = -13.32 eV
LUMO = -2.600 eV

Element x y z (Å)
C -0.122 3.331 0.296
C 0.263 2.012 0.492
C -1.237 2.014 -1.093
C 0.967 -1.757 0.809
C -2.351 1.576 -1.962
C 1.712 -4.019 0.834
C 1.434 -2.697 1.736
N 0.614 -1.156 -0.069
N -1.044 3.287 -0.678
N -0.473 1.243 -0.327
H 0.197 4.189 0.757
H -3.419 1.947 -1.792
H -2.229 1.878 -3.006
H -2.225 0.400 -1.988
H 2.779 -4.218 0.624
H 1.360 -3.916 -0.172
H 1.243 -4.951 1.191
H 2.260 -2.169 2.195
H 0.886 -3.018 2.566
H 1.075 1.533 0.969
H -1.490 4.259 -0.822
H -0.198 0.235 -0.559

2.
This record from OMol25 describes a cluster of 15 separate species, C72H189N15O21 in total in a non-equilibrium geometry. The level of theory is wB97M-V/def2-TZVPD.

Results
Kohn-Sham gap = 0.3093 hartree
Net charge = 0
E_HOMO = -8.09 eV
LUMO = 0.325 eV

Element x y z (Å)
C -1.905 1.423 -6.373
C -1.826 2.609 -5.453
C -2.717 3.810 -5.887
O -2.674 4.201 -7.210
C -1.399 4.506 -7.675
N -2.211 2.274 -4.070
H -1.233 0.608 -6.050
H -1.688 1.632 -7.415
H -2.953 1.100 -6.453
H -0.803 3.000 -5.427
H -2.406 4.628 -5.174
H -3.751 3.561 -5.711
H -0.605 3.780 -7.527
H -1.059 5.431 -7.154
H -1.541 4.792 -8.729
H -2.964 1.635 -4.095
H -2.476 3.084 -3.544
C -6.060 4.840 -3.393
C -5.850 3.729 -2.440
C -4.942 4.209 -1.274
O -3.615 4.190 -1.629
C -2.733 4.466 -0.579
N -7.108 3.361 -1.805
H -6.511 5.682 -2.905
H -6.728 4.510 -4.196
H -5.112 5.142 -3.837
H -5.328 2.922 -2.969
H -5.080 3.649 -0.355
H -5.270 5.236 -0.894
H -2.812 3.612 0.114
H -2.847 5.365 0.031
H -1.751 4.493 -1.034
H -7.855 3.176 -2.531
H -7.067 2.562 -1.208
C 4.657 2.465 1.369
C 4.160 3.148 2.647
C 4.313 4.697 2.612
O 5.670 4.852 2.676
C 6.159 6.122 2.188
N 2.763 2.827 2.910
H 4.600 1.400 1.497
H 5.743 2.692 1.218
H 4.175 2.835 0.480
H 4.774 2.886 3.489
H 3.805 5.162 3.459
H 3.867 5.001 1.693
H 5.789 6.406 1.164
H 7.241 5.972 2.133
H 6.057 6.934 2.896
H 2.139 3.469 2.395
H 2.525 1.892 2.581
C 8.536 -0.662 1.067
C 7.020 -0.498 1.279
C 6.148 -0.524 0.001
O 6.501 0.509 -0.894
C 5.564 0.766 -1.914
N 6.495 -1.652 1.939
H 9.114 -0.512 1.984
H 8.845 0.066 0.273
H 8.835 -1.651 0.628
H 6.783 0.437 1.827
H 5.075 -0.329 0.284
H 6.164 -1.486 -0.491
H 4.497 0.735 -1.644
H 5.602 -0.072 -2.632
H 5.853 1.644 -2.424
H 6.464 -2.457 1.346
H 7.086 -1.958 2.703
C 3.000 0.724 -4.368
C 1.497 1.085 -4.542
C 0.621 -0.222 -4.586
O 0.794 -0.868 -5.865
C 0.116 -2.110 -6.049
N 1.162 2.011 -3.468
H 3.518 1.644 -4.022
H 3.381 0.283 -5.295
H 3.059 -0.012 -3.534
H 1.419 1.642 -5.456
H -0.401 0.151 -4.370
H 0.968 -0.920 -3.807
H -0.951 -1.906 -5.971
H 0.403 -2.873 -5.268
H 0.455 -2.507 -6.971
H 1.506 1.736 -2.555
H 0.136 2.067 -3.341
C -4.719 1.812 1.851
C -5.112 0.499 1.122
C -6.545 0.165 1.528
O -7.344 1.326 1.346
C -8.710 0.946 1.158
N -4.924 0.635 -0.304
H -3.701 2.051 1.606
H -4.846 1.613 2.913
H -5.344 2.677 1.616
H -4.401 -0.266 1.490
H -6.622 -0.239 2.505
H -6.938 -0.619 0.863
H -8.777 0.240 0.377
H -9.250 1.849 0.894
H -9.050 0.468 2.057
H -5.555 0.039 -0.844
H -5.002 1.574 -0.633
C 2.319 -1.101 -0.781
C 2.100 -0.058 0.311
C 0.620 0.162 0.490
O 0.161 0.667 -0.819
C -1.193 1.010 -0.791
N 2.665 -0.400 1.662
H 3.322 -1.007 -1.191
H 1.626 -1.080 -1.631
H 2.264 -2.095 -0.308
H 2.515 0.896 0.021
H 0.485 0.873 1.330
H 0.073 -0.765 0.669
H -1.775 0.334 -0.141
H -1.607 1.014 -1.831
H -1.454 2.017 -0.411
H 3.592 -0.842 1.584
H 2.091 -1.160 2.000
C -0.152 -7.836 -4.329
C -0.864 -6.643 -3.783
C 0.022 -5.939 -2.802
O -0.509 -4.657 -2.499
C 0.392 -3.848 -1.739
N -1.209 -5.778 -4.927
H 0.028 -8.545 -3.551
H 0.747 -7.558 -4.892
H -0.856 -8.297 -5.056
H -1.723 -6.886 -3.200
H 0.989 -5.725 -3.285
H 0.221 -6.566 -1.923
H -0.032 -2.853 -1.626
H 1.437 -3.799 -2.133
H 0.524 -4.337 -0.765
H -1.216 -6.231 -5.815
H -2.026 -5.235 -4.677
C -2.465 -6.149 0.904
C -1.389 -5.846 1.969
C -1.921 -4.780 2.982
O -2.703 -3.715 2.479
C -2.055 -2.916 1.555
N -1.010 -6.976 2.835
H -2.120 -6.916 0.167
H -2.665 -5.241 0.336
H -3.441 -6.577 1.278
H -0.474 -5.499 1.470
H -1.012 -4.320 3.394
H -2.526 -5.241 3.769
H -1.131 -2.421 1.922
H -2.733 -2.102 1.299
H -1.720 -3.498 0.640
H -0.029 -6.989 2.869
H -1.445 -7.829 2.505
C -5.745 0.069 -4.090
O -5.193 -0.781 -3.200
C -3.806 -0.792 -3.186
C -3.285 -1.911 -2.255
N -3.651 -3.249 -2.685
C -4.799 -3.738 -1.889
C -5.286 -5.015 -2.477
O -6.097 -5.786 -1.615
C -6.258 -7.096 -2.169
H -5.751 -0.352 -5.158
H -5.187 1.056 -4.195
H -6.736 0.342 -3.780
H -3.494 0.132 -2.649
H -3.368 -0.952 -4.153
H -3.580 -1.676 -1.184
H -2.209 -1.673 -2.302
H -2.866 -3.898 -2.557
H -5.578 -2.992 -1.988
H -4.729 -3.885 -0.781
H -4.409 -5.649 -2.641
H -5.732 -4.847 -3.480
H -6.689 -6.905 -3.145
H -7.014 -7.611 -1.534
H -5.288 -7.566 -2.180
C -1.104 2.459 3.036
O -1.173 1.030 3.339
C -0.455 0.678 4.521
C -0.574 -0.812 4.695
N -1.805 -1.200 5.386
C -1.951 -2.585 5.782
C -2.453 -2.800 7.204
O -3.828 -2.350 7.309
C -4.422 -2.566 8.556
H -1.537 2.748 2.073
H -0.040 2.718 3.093
H -1.629 2.986 3.874
H -0.793 1.214 5.396
H 0.614 0.963 4.382
H 0.254 -1.270 5.219
H -0.531 -1.269 3.673
H -2.620 -0.894 4.924
H -1.001 -3.076 5.847
H -2.598 -3.125 5.062
H -1.856 -2.220 7.947
H -2.563 -3.870 7.374
H -4.674 -3.589 8.881
H -5.376 -2.000 8.539
H -3.777 -2.199 9.440
C 3.789 -3.060 -3.825
O 3.526 -4.064 -2.815
C 4.638 -4.717 -2.268
C 5.209 -3.935 -1.087
N 6.406 -4.424 -0.451
C 7.366 -5.030 -1.371
C 8.623 -5.376 -0.658
O 8.441 -6.486 0.120
C 9.348 -6.577 1.161
H 3.888 -3.523 -4.827
H 4.759 -2.554 -3.652
H 2.964 -2.277 -3.789
H 5.388 -4.748 -3.045
H 4.334 -5.743 -1.975
H 4.413 -3.924 -0.349
H 5.417 -2.916 -1.503
H 6.202 -5.062 0.308
H 7.556 -4.248 -2.129
H 6.964 -5.885 -1.912
H 8.893 -4.470 -0.131
H 9.396 -5.602 -1.399
H 9.162 -7.526 1.629
H 9.184 -5.768 1.873
H 10.380 -6.487 0.886
C 1.608 4.256 -1.180
O 1.723 5.508 -0.513
C 2.536 6.384 -1.264
C 2.766 7.636 -0.566
N 3.440 8.562 -1.527
C 3.569 9.964 -1.102
C 4.486 10.153 0.066
O 5.810 9.859 -0.362
C 6.711 9.541 0.687
H 0.763 3.706 -0.775
H 2.521 3.619 -0.999
H 1.467 4.424 -2.215
H 1.994 6.656 -2.171
H 3.555 6.000 -1.538
H 3.309 7.618 0.421
H 1.797 8.069 -0.314
H 4.366 8.253 -1.723
H 2.531 10.331 -0.914
H 3.819 10.597 -1.933
H 4.150 9.556 0.923
H 4.412 11.223 0.433
H 6.957 10.393 1.295
H 7.600 9.123 0.230
H 6.339 8.760 1.361
C 2.683 -3.272 4.472
O 1.724 -3.764 3.564
C 2.287 -4.088 2.306
C 3.184 -5.352 2.419
N 2.385 -6.334 3.245
C 3.152 -7.412 3.941
C 3.804 -6.973 5.308
O 2.760 -6.338 6.032
C 3.127 -5.718 7.282
H 3.134 -2.312 4.129
H 3.519 -3.969 4.697
H 2.210 -3.083 5.493
H 2.885 -3.251 1.987
H 1.419 -4.352 1.697
H 4.130 -5.142 2.958
H 3.414 -5.776 1.459
H 1.900 -5.867 3.989
H 3.944 -7.705 3.293
H 2.490 -8.281 4.120
H 4.633 -6.264 5.152
H 4.129 -7.927 5.708
H 3.527 -6.455 8.008
H 2.241 -5.198 7.704
H 3.979 -5.038 7.215
C -0.796 5.859 1.986
O -2.011 5.191 2.316
C -3.100 6.094 2.497
C -4.398 5.366 2.624
N -5.445 6.320 3.012
C -6.756 5.771 3.245
C -7.529 5.378 2.022
O -7.496 6.481 1.051
C -8.318 6.167 -0.072
H -0.155 5.041 1.572
H -0.357 6.360 2.863
H -0.976 6.595 1.156
H -3.091 6.789 1.614
H -3.001 6.715 3.373
H -4.370 4.563 3.411
H -4.680 4.904 1.693
H -5.540 6.949 2.190
H -7.322 6.553 3.752
H -6.663 4.850 3.882
H -8.559 5.261 2.298
H -7.194 4.483 1.574
H -7.768 5.576 -0.806
H -8.456 7.171 -0.561
H -9.227 5.703 0.254

3.
This record from OMol25 describes a cluster of 2 separate species, C4H2Cl2F2 in total in a non-equilibrium geometry. The level of theory is wB97M-V/def2-TZVPD.

Results
Kohn-Sham gap (alpha / beta) = 0.3192 / 0.3185 hartree
Net charge = 0
E_HOMO (alpha / beta) = -9.82 / -9.70 eV
LUMO (alpha / beta) = -1.139 / -1.037 eV

Element x y z (Å)
C 1.920 0.578 -0.082
C -1.786 -0.629 -0.056
C 1.157 -0.480 0.073
C -1.122 0.456 0.054
F 3.306 0.557 0.052
F 1.219 -1.784 0.019
Cl -3.570 -0.642 0.089
Cl -1.420 2.069 0.157
H 1.573 1.505 -0.231
H -1.276 -1.631 -0.075

4.
This record from OMol25 describes a cluster of 2 separate species, H5N5 in total in a non-equilibrium geometry. The level of theory is wB97M-V/def2-TZVPD.

Results
Kohn-Sham gap = 0.3341 hartree
Net charge = 0
E_HOMO = -8.56 eV
LUMO = 0.529 eV

Element x y z (Å)
N 1.612 -0.871 -0.422
N 1.526 0.306 -0.412
N -1.495 0.270 0.663
N 1.001 0.912 0.597
N -1.652 -0.253 -0.477
H 1.100 -1.479 0.265
H 0.591 0.231 1.205
H 0.665 1.893 0.547
H -2.312 0.029 -1.219
H -1.035 -1.039 -0.746

5.
This record from OMol25 describes a cluster of 2 separate species, C3H7ClSi in total in a non-equilibrium geometry. The level of theory is wB97M-V/def2-TZVPD.

Results
Kohn-Sham gap = 0.2737 hartree
Net charge = 0
E_HOMO = -8.69 eV
LUMO = -1.243 eV

Element x y z (Å)
C 0.362 0.408 2.037
C 0.596 0.224 0.557
C 1.733 0.226 1.495
Si -2.320 -0.609 -3.708
Cl 2.635 -1.267 1.783
H -0.079 1.390 2.511
H -0.160 -0.345 2.527
H 0.332 -0.811 0.086
H 2.399 1.061 1.537
H 0.509 1.214 -0.038
H -2.409 0.153 -5.133
H -3.598 -1.644 -3.655

6.
This record from OMol25 describes a cluster of 2 separate species, C5H8O2 in total. The level of theory is wB97M-V/def2-TZVPD.

Results
Kohn-Sham gap = 0.3388 hartree
Net charge = 0
E_HOMO = -8.45 eV
LUMO = 0.772 eV

Element x y z (Å)
C -1.875 -0.178 -1.132
C -0.996 -0.643 -0.016
O -1.055 0.058 1.163
C -0.116 -1.563 -0.371
O 0.516 -2.422 -0.864
H -2.885 -0.044 -0.738
H -1.505 0.780 -1.522
H -1.888 -0.905 -1.948
H -0.725 0.950 0.951
C 1.571 1.052 1.253
C 1.955 0.282 0.240
H 1.291 2.095 1.114
H 1.491 0.660 2.263
H 1.988 0.637 -0.787
H 2.232 -0.758 0.394

These records have energy above the lowest of the compared OMol25 structures with the same formula, charge and spin values of 1.8247 0.1329 4.6097 2.0813 4.4286 2.9331 eV, in the order they appear.